(1)
13
Properties=species:S:1:pos:R:3:forces:R:3 method="wB97M-V/def2-TZVPD" total_charge=+1 lumo_energy_ev=-3.3 e_tot_ev=-6662.175
C -0.5883 0.8867 0.3949 -1.60 4.56 2.13
C 0.0214 -0.4022 0.6457 0.30 -0.42 -0.27
N 0.1167 0.2903 -0.6635 0.70 -1.14 -1.91
N 1.4975 0.6643 -0.8744 3.87 -2.32 1.90
N -1.0436 -1.4407 0.5143 2.22 -2.59 2.70
H -1.6829 1.2247 0.1559 1.82 -1.15 0.29
H -0.1410 1.7125 1.0205 -0.26 -0.68 -0.94
H 1.7841 1.6499 -0.7466 -0.77 -0.12 -0.79
H 2.0115 0.1700 -1.7402 -1.92 1.61 2.07
H 2.0273 0.2049 0.0587 -1.52 0.87 -2.38
H -0.7026 -2.2278 -0.0963 -0.33 0.47 1.35
H -1.8010 -1.0594 0.0266 -2.26 0.55 -0.34
H -1.1809 -1.7156 1.6155 -0.25 0.36 -3.81

---

(2)
62
Properties=species:S:1:pos:R:3:forces:R:3 method="wB97M-V/def2-TZVPD" total_charge=0 lumo_energy_ev=-0.1 e_tot_ev=-31549.979
Nb 0.1495 0.1884 0.4418 -1.47 2.16 -0.38
N -1.1694 1.7100 0.6870 0.43 0.07 -0.72
N 1.8138 1.2384 1.0445 -0.34 -0.37 -0.59
N -0.9711 -0.9400 -0.8824 0.76 -0.14 0.98
N 1.0516 -0.2038 -1.3481 0.13 -0.45 0.12
H 0.0069 3.2723 -0.1266 -0.28 0.11 0.39
C -0.7173 3.0998 0.6872 0.18 0.31 0.22
H -0.2350 3.3644 1.6520 -0.12 -0.02 -0.42
H -1.5668 3.8006 0.5357 0.45 -0.42 0.04
H -3.1204 2.4499 0.2511 0.25 -0.47 0.18
C -2.6207 1.6173 0.7928 -0.10 -0.15 -0.16
H -2.9438 1.6761 1.8547 0.11 -0.10 -0.39
H -2.9724 0.6683 0.3647 -0.02 0.32 0.23
C 2.3967 2.2695 0.1916 0.15 0.22 0.01
H 3.4481 2.0366 -0.0850 -0.49 0.08 0.14
H 1.8145 2.3709 -0.7401 0.22 0.05 0.36
H 2.4039 3.2539 0.7075 -0.02 -0.41 -0.19
H 3.6809 0.4592 1.7400 -0.44 0.23 0.13
C 2.7215 0.8745 2.1238 0.17 -0.06 0.28
H 2.9790 1.7621 2.7416 -0.18 -0.36 -0.24
H 2.2555 0.1169 2.7735 0.21 0.32 -0.17
C -2.2618 -1.6029 -0.9999 -0.30 0.12 -0.20
H -2.9883 -0.9046 -1.4762 0.30 -0.22 0.14
C -2.7863 -1.9430 0.4019 -0.12 -0.04 0.15
H -2.4030 -1.2285 1.1487 -0.32 -0.35 -0.28
H -3.8897 -1.9177 0.4258 0.41 -0.11 0.00
H -2.4525 -2.9531 0.6995 -0.09 0.41 -0.05
C -2.1990 -2.8708 -1.8746 -0.10 -0.20 -0.16
H -3.0282 -3.5557 -1.6215 0.33 0.32 -0.09
H -2.2776 -2.6334 -2.9495 0.08 -0.23 0.48
H -1.2451 -3.4034 -1.7103 -0.48 0.12 0.02
H 3.6387 -0.7977 -3.5518 -0.47 0.10 0.14
C 2.5695 -0.7278 -3.2792 0.05 0.07 -0.11
H 2.1449 -1.7456 -3.3223 0.27 0.34 0.09
H 2.0581 -0.1115 -4.0372 0.31 -0.33 0.24
C 2.4084 -0.0940 -1.8814 -0.17 0.14 -0.33
H 2.5873 0.9889 -2.0039 0.11 -0.38 -0.13
C 3.4722 -0.6196 -0.9006 0.26 -0.34 0.17
H 3.0244 -0.8168 0.0892 0.30 0.10 -0.50
H 3.9330 -1.5565 -1.2626 -0.21 0.31 0.15
H 4.2814 0.1215 -0.7754 -0.23 -0.39 -0.01
H 0.3652 -2.0796 -2.0944 -0.25 0.42 0.10
C 0.0106 -1.0301 -1.9610 0.44 -0.20 0.20
C -1.0452 1.8710 -2.9216 0.21 -0.36 -0.28
H -1.7807 1.6245 -2.1442 0.31 0.05 -0.33
H -0.8935 2.9350 -3.1381 0.00 -0.46 0.07
C -0.3640 0.9156 -3.5736 -0.35 0.80 0.04
H 0.3697 1.2019 -4.3399 -0.32 0.09 0.35
C -0.5102 -0.5601 -3.3440 -0.12 -0.19 -0.32
H -1.5689 -0.8607 -3.4512 0.49 0.23 0.09
H 0.0499 -1.1226 -4.1171 -0.37 0.35 0.32
F -1.2373 -1.5279 6.4067 0.10 0.10 -0.52
C -0.9464 -1.1753 5.1297 0.28 0.13 -1.04
C -0.8599 0.1763 4.7853 -0.01 -0.12 0.09
C -0.5612 0.5404 3.4711 -0.12 -1.01 0.52
C -0.3445 -0.4414 2.4917 0.53 -0.63 -0.65
C -0.4154 -1.7924 2.8422 -0.21 0.62 1.27
C -0.7223 -2.1592 4.1597 -0.06 -0.02 0.27
H -1.0221 0.9425 5.5329 -0.04 -0.09 0.11
H -0.4896 1.5861 3.2187 -0.01 0.15 -0.02
H -0.2403 -2.5523 2.0931 -0.04 -0.18 0.06
H -0.7869 -3.2050 4.4294 -0.02 -0.02 0.15

---

| no. | highest occupied orbital energy (Ha) | gap between HOMO and LUMO (Eh) |
| --- | --- | --- |
| 1 | -0.4762 | 0.3558 |
| 2 | -0.2881 | 0.2849 |